Formula: C64H176N16O16
Source: OMol25
Level of theory: ωB97M-V with the def2-TZVPD basis set

Each line ends with the Mulliken charge.
Cartesian coordinates (Å):
1 C 2.71 -0.98 5.07  -1.0505
2 C 1.98 -1.99 4.20  0.6234
3 C 1.55 -3.21 5.04  -0.0124
4 O 2.63 -4.11 5.29  -0.4984
5 C 2.22 -5.33 5.89  -0.7626
6 N 0.79 -1.31 3.66  1.0984
7 H 3.59 -1.32 5.61  0.4686
8 H 1.96 -0.56 5.78  -0.1164
9 H 2.90 -0.09 4.44  0.0846
10 H 2.72 -2.34 3.42  -0.1011
11 H 0.81 -3.80 4.52  -0.2773
12 H 1.08 -2.74 5.96  0.4089
13 H 3.10 -5.98 6.01  0.3057
14 H 1.61 -5.94 5.25  0.2170
15 H 1.79 -5.09 6.83  0.3546
16 H 0.57 -1.69 2.75  -0.4561
17 H 0.99 -0.37 3.35  -0.4453
18 C -3.52 5.16 -5.72  -1.4240
19 C -2.01 4.78 -5.53  0.8107
20 C -1.59 3.32 -5.98  0.0375
21 O -2.24 2.35 -5.19  -0.0762
22 C -1.66 1.09 -5.51  0.2177
23 N -1.26 5.65 -6.44  -0.4886
24 H -4.22 4.48 -5.17  0.2201
25 H -3.80 5.21 -6.80  0.3857
26 H -3.63 6.16 -5.29  0.4269
27 H -1.72 4.88 -4.46  -0.3246
28 H -0.48 3.19 -5.87  -0.4410
29 H -1.96 3.21 -7.00  0.2570
30 H -1.96 0.64 -6.44  0.3322
31 H -2.06 0.38 -4.74  -0.1903
32 H -0.59 1.13 -5.32  -0.2778
33 H -1.70 6.54 -6.73  0.2374
34 H -0.39 5.84 -5.95  0.2097
35 C 3.02 2.80 3.67  -0.4250
36 C 3.13 3.85 2.53  1.8548
37 C 1.81 4.51 2.03  -1.5813
38 O 0.78 3.61 1.74  0.9595
39 C -0.45 4.27 1.66  -0.7233
40 N 4.10 4.87 2.84  -0.6986
41 H 2.07 2.24 3.57  -0.4307
42 H 2.99 3.29 4.65  0.3056
43 H 4.00 2.22 3.66  -0.0661
44 H 3.52 3.35 1.63  -0.7823
45 H 1.98 5.20 1.21  0.2585
46 H 1.47 5.12 2.86  0.5928
47 H -0.72 4.77 2.64  0.0264
48 H -1.19 3.49 1.48  0.1369
49 H -0.57 5.06 0.94  0.1423
50 H 3.89 5.36 3.70  0.3225
51 H 5.00 4.42 2.93  0.2508
52 C 3.44 -0.52 -2.18  0.7903
53 C 4.63 -1.43 -2.34  0.0712
54 C 5.88 -0.67 -2.88  -1.4142
55 O 6.11 0.24 -1.86  0.1269
56 C 7.28 1.01 -2.20  -0.8702
57 N 4.73 -2.10 -1.03  -0.1623
58 H 2.63 -1.24 -1.91  -0.3590
59 H 3.22 -0.08 -3.17  -0.4193
60 H 3.66 0.24 -1.39  -0.1521
61 H 4.34 -2.32 -2.93  0.3544
62 H 5.58 -0.28 -3.87  0.4919
63 H 6.67 -1.41 -3.00  0.4818
64 H 7.51 1.67 -1.37  0.0275
65 H 7.12 1.57 -3.13  0.3081
66 H 8.09 0.36 -2.43  0.3976
67 H 5.22 -1.50 -0.40  -0.0496
68 H 5.26 -2.92 -1.10  0.3617
69 C -2.14 -4.43 3.92  0.0253
70 C -2.32 -5.48 2.80  -0.0617
71 C -3.78 -5.74 2.44  -0.4850
72 O -4.35 -6.18 3.66  -0.3736
73 C -5.69 -6.59 3.50  -0.8626
74 N -1.65 -5.12 1.55  -0.0922
75 H -2.56 -3.42 3.70  -0.1823
76 H -1.10 -4.25 4.24  -0.4741
77 H -2.70 -4.81 4.79  0.5734
78 H -1.94 -6.41 3.14  0.4713
79 H -3.85 -6.52 1.68  0.6814
80 H -4.25 -4.74 2.18  0.0032
81 H -5.80 -7.46 2.83  0.2902
82 H -6.33 -5.86 3.07  0.3300
83 H -5.98 -6.87 4.50  0.3011
84 H -1.94 -5.66 0.72  0.0800
85 H -0.67 -5.31 1.61  -0.1710
86 C 4.62 3.70 -1.52  0.1111
87 C 4.12 5.04 -2.02  0.0133
88 C 2.50 5.00 -2.09  1.3396
89 O 1.93 6.21 -2.55  -0.5069
90 C 0.60 6.24 -2.13  -0.4982
91 N 4.74 6.11 -1.33  -0.6554
92 H 5.69 3.69 -1.44  0.4846
93 H 4.24 2.91 -2.17  -0.0664
94 H 4.14 3.61 -0.57  -0.6638
95 H 4.42 5.07 -3.07  0.3084
96 H 2.19 4.83 -1.04  -0.6875
97 H 2.28 4.14 -2.72  -0.3676
98 H 0.07 5.42 -2.62  0.1457
99 H 0.24 7.13 -2.65  0.3717
100 H 0.46 6.38 -1.04  0.2186
101 H 4.38 7.01 -1.54  0.3202
102 H 4.79 5.97 -0.29  0.1983
103 C 2.70 1.87 -9.59  -1.4555
104 C 1.51 2.57 -8.97  0.6835
105 C 1.91 2.97 -7.52  -0.4299
106 O 1.94 1.81 -6.79  -0.0776
107 C 2.10 2.09 -5.43  -0.7462
108 N 1.25 3.78 -9.69  -0.6984
109 H 3.42 2.74 -9.62  0.3715
110 H 2.51 1.64 -10.65  0.3905
111 H 3.11 0.96 -9.15  0.2058
112 H 0.62 1.86 -8.96  0.1993
113 H 1.18 3.69 -7.14  0.0378
114 H 2.90 3.41 -7.47  0.3352
115 H 1.66 1.34 -4.78  -0.6177
116 H 1.78 3.08 -5.06  0.5720
117 H 3.17 2.02 -5.16  0.5999
118 H 0.94 3.58 -10.63  0.2733
119 H 0.52 4.31 -9.18  0.2315
120 C 0.54 -1.80 -6.97  -1.5184
121 C 1.53 -1.74 -5.82  3.1371
122 C 1.76 -3.20 -5.49  -0.9345
123 O 0.62 -4.02 -5.43  -0.5332
124 C 0.04 -3.85 -4.13  -0.1929
125 N 2.78 -1.08 -6.08  -0.3411
126 H 0.84 -2.47 -7.79  0.3862
127 H 0.29 -0.84 -7.41  0.2291
128 H -0.44 -2.22 -6.63  0.3249
129 H 1.11 -1.23 -4.93  -1.6801
130 H 2.29 -3.32 -4.51  -0.0640
131 H 2.52 -3.58 -6.13  0.6775
132 H 0.58 -4.43 -3.33  0.2631
133 H -0.95 -4.27 -4.21  0.1386
134 H 0.00 -2.81 -3.81  0.1275
135 H 3.43 -1.63 -6.63  0.3229
136 H 2.68 -0.30 -6.71  -0.1713
137 C -4.74 -1.38 -4.43  -1.0106
138 C -5.67 -0.21 -4.14  0.4250
139 C -5.01 1.11 -3.78  -0.2928
140 O -4.40 0.91 -2.56  0.0647
141 C -3.68 2.03 -2.18  -0.2155
142 N -6.52 -0.13 -5.39  -0.6999
143 H -5.37 -2.31 -4.44  0.2676
144 H -4.02 -1.43 -3.60  -0.2113
145 H -4.13 -1.21 -5.29  0.5842
146 H -6.40 -0.50 -3.36  0.3584
147 H -5.73 1.91 -3.72  0.3251
148 H -4.33 1.50 -4.52  -0.2327
149 H -2.84 2.27 -2.86  -0.0582
150 H -3.32 1.85 -1.19  -0.1932
151 H -4.24 2.95 -2.16  0.4862
152 H -7.39 0.43 -5.19  0.2809
153 H -5.97 0.29 -6.14  0.2763
154 C -5.99 2.09 3.51  -1.4479
155 C -6.13 0.59 3.07  2.1554
156 C -6.90 -0.17 4.10  -0.9918
157 O -7.12 -1.51 3.90  -0.4613
158 C -5.96 -2.31 4.10  -0.1762
159 N -7.03 0.53 1.83  -0.8011
160 H -5.27 2.13 4.31  0.2919
161 H -6.92 2.51 3.85  0.3409
162 H -5.58 2.71 2.68  0.3563
163 H -5.09 0.20 2.84  -0.9282
164 H -7.84 0.40 4.19  0.3619
165 H -6.33 -0.02 5.01  0.3763
166 H -5.47 -1.96 4.99  0.2283
167 H -5.31 -2.31 3.21  -0.0492
168 H -6.19 -3.35 4.15  0.2561
169 H -7.01 -0.38 1.40  0.2560
170 H -6.69 1.23 1.15  0.2616
171 C 9.30 2.87 2.72  -1.6788
172 C 8.23 2.14 2.04  0.8083
173 C 7.09 1.84 3.04  -1.1367
174 O 5.87 1.37 2.42  0.0040
175 C 5.88 0.15 1.71  -0.8169
176 N 7.69 2.94 0.98  -0.4052
177 H 9.62 2.31 3.62  0.3448
178 H 9.09 3.94 2.86  0.4653
179 H 10.21 2.88 2.06  0.3880
180 H 8.59 1.21 1.57  0.1799
181 H 6.77 2.79 3.51  0.1999
182 H 7.36 1.05 3.70  0.5630
183 H 5.82 0.35 0.64  0.1378
184 H 5.16 -0.49 2.10  0.3707
185 H 6.91 -0.30 1.88  0.3226
186 H 8.07 3.85 1.10  0.2412
187 H 6.70 2.92 0.94  0.0526
188 C -0.42 -0.61 7.84  -1.0374
189 C -1.44 -1.67 7.44  0.4699
190 C -2.69 -1.38 8.23  -1.0938
191 O -3.75 -2.22 7.76  -0.2467
192 C -4.97 -1.93 8.44  -0.9031
193 N -1.76 -1.46 6.03  0.8394
194 H -0.15 -0.66 8.87  0.5563
195 H -0.90 0.37 7.66  0.2034
196 H 0.49 -0.60 7.20  -0.1106
197 H -1.20 -2.70 7.73  0.4508
198 H -3.00 -0.34 8.15  0.2441
199 H -2.53 -1.54 9.31  0.4734
200 H -5.76 -2.61 8.02  0.2442
201 H -5.24 -0.89 8.44  0.3378
202 H -4.91 -2.38 9.44  0.3788
203 H -1.04 -1.62 5.33  -0.6860
204 H -2.50 -2.06 5.80  -0.0250
205 C 1.13 1.82 -0.85  -1.0716
206 C 0.49 0.51 -0.72  2.5678
207 C -0.49 0.60 0.44  -0.5673
208 O -0.96 -0.65 0.84  0.8414
209 C -1.94 -0.59 1.88  -0.4389
210 N -0.19 0.17 -1.97  0.4873
211 H 0.30 2.45 -1.04  0.4734
212 H 1.85 1.87 -1.65  0.0177
213 H 1.54 2.14 0.09  -0.3663
214 H 1.24 -0.24 -0.48  -1.5240
215 H -1.28 1.15 0.04  -0.3317
216 H 0.06 1.12 1.23  0.2385
217 H -2.60 0.24 1.71  0.5326
218 H -1.38 -0.45 2.78  -0.1436
219 H -2.57 -1.52 1.88  -0.3451
220 H 0.40 0.00 -2.82  -0.3756
221 H -0.72 -0.71 -1.88  -0.1271
222 C -0.97 2.01 4.26  0.0669
223 C -1.93 2.48 5.36  0.3591
224 C -2.56 3.78 4.95  -0.5753
225 O -1.51 4.76 4.93  -0.3306
226 C -2.03 6.05 4.71  -0.9072
227 N -2.98 1.47 5.64  0.1553
228 H -0.59 1.00 4.49  -0.4862
229 H -0.12 2.63 4.15  0.3240
230 H -1.45 2.03 3.28  -0.3365
231 H -1.36 2.71 6.28  0.1627
232 H -3.37 4.04 5.68  0.5588
233 H -3.04 3.63 3.94  0.1227
234 H -1.19 6.71 4.97  0.2555
235 H -2.82 6.30 5.47  0.3268
236 H -2.49 6.14 3.72  0.3460
237 H -3.43 1.72 6.52  0.3759
238 H -2.63 0.52 5.70  -0.5356
239 C 2.17 -5.39 1.82  -1.6404
240 C 2.03 -4.41 0.67  0.6084
241 C 1.50 -5.08 -0.62  0.6041
242 O 2.24 -6.16 -1.07  -0.5001
243 C 3.33 -5.76 -1.83  -0.2871
244 N 1.25 -3.27 1.03  1.5042
245 H 1.24 -5.82 2.16  0.2671
246 H 2.64 -4.88 2.74  0.1053
247 H 2.79 -6.21 1.39  0.4978
248 H 3.06 -4.12 0.47  0.1132
249 H 1.43 -4.24 -1.35  -0.1559
250 H 0.46 -5.40 -0.49  -0.2994
251 H 3.97 -6.61 -2.02  0.3787
252 H 3.95 -4.97 -1.36  0.0394
253 H 2.99 -5.29 -2.78  0.0343
254 H 0.24 -3.55 1.00  -0.6038
255 H 1.54 -2.49 0.44  -0.5999
256 C -5.15 -2.83 -1.02  -1.4302
257 C -3.59 -3.12 -0.94  2.2570
258 C -3.23 -4.36 -1.80  -0.4458
259 O -3.86 -5.54 -1.29  -0.2799
260 C -3.68 -6.69 -2.08  -0.8770
261 N -2.81 -1.97 -1.26  0.9246
262 H -5.42 -2.15 -0.19  0.2843
263 H -5.68 -3.76 -0.69  0.3926
264 H -5.54 -2.39 -1.92  0.0949
265 H -3.40 -3.50 0.08  -1.2823
266 H -2.17 -4.62 -1.80  -0.0840
267 H -3.58 -4.16 -2.85  0.3760
268 H -4.03 -7.54 -1.46  0.2451
269 H -2.66 -6.88 -2.48  0.2954
270 H -4.35 -6.60 -2.92  0.3339
271 H -3.35 -1.29 -1.79  -0.3217
272 H -2.35 -1.54 -0.49  -0.6644

Values from the calculation:
HOMO level: -0.320 hartree
frontier orbital gap: 0.340 hartree
LUMO energy: 0.5 eV